Formula: C17H15N7O6Sc
Source: OMol25
Level of theory: the ωB97M-V functional and the def2-TZVPD basis

Geometry as XYZ:
```
46
C17H15N7O6Sc the ωB97M-V functional and the def2-TZVPD basis
Sc 0.09 -0.27 0.08
N 1.70 -1.11 1.54
N 1.00 -1.47 2.71
C -0.39 -1.69 2.61
O -0.99 -2.20 3.52
O -0.89 -1.24 1.48
H 2.18 -1.91 1.13
H 2.42 -0.43 1.79
H 1.48 -2.03 3.40
C 1.52 2.50 4.73
C 2.26 2.32 3.56
C 1.61 2.06 2.37
C 0.22 2.02 2.36
C -0.53 2.21 3.51
C 0.14 2.44 4.70
N -0.40 1.73 1.11
N -1.41 2.39 0.83
C -1.98 2.03 -0.44
C -2.90 2.90 -0.98
C -3.40 2.61 -2.24
C -2.97 1.46 -2.88
C -2.06 0.63 -2.24
N -1.56 0.91 -1.04
H 2.04 2.68 5.66
H 3.34 2.39 3.59
H 2.16 1.95 1.44
H -1.61 2.15 3.47
H -0.43 2.57 5.61
H -3.19 3.78 -0.42
H -4.11 3.27 -2.71
H -3.33 1.20 -3.87
H -1.71 -0.28 -2.71
O 1.45 -3.71 -5.43
C 1.93 -3.15 -4.30
O 3.09 -2.92 -4.15
C 0.93 -2.90 -3.21
C 0.03 -3.78 -2.65
N -0.52 -3.18 -1.58
N -0.02 -1.95 -1.42
C 0.86 -1.76 -2.40
C 1.51 -0.39 -2.45
O 1.86 0.08 -3.50
O 1.53 0.16 -1.26
H 0.48 -3.70 -5.44
H -0.23 -4.80 -2.92
H -1.20 -3.54 -0.94
```

- LUMO level: -0.1760 Eh
- Energy relative to the best compared isomer or geometry (same formula, charge and spin): 3.1 kcal/mol
- E_tot: -2252.26181 hartree
- Frontier orbital gap: 7.853 eV
- Total charge: +1

Results of the Löwdin charge analysis, in e, for atoms 1 through 5: 1.085 0.007 0.019 -0.674 0.112